# 1
A structure of composition C32H30AuF4N3O3, computed with the ωB97M-V functional and the def2-TZVPD basis.

Last column: Löwdin spin population.
Geometry (Å):
1 Au -0.38003 0.21860 -0.37315  0.584
2 C 2.61278 1.41939 1.10662  0.002
3 C 2.05023 0.20231 1.82006  0.004
4 N 1.34391 -0.77068 0.97314  0.160
5 C 0.78237 -1.86385 1.80505  0.007
6 C -0.22313 -1.43341 2.86015  0.001
7 C 2.16969 -1.37146 -0.09764  0.006
8 C 2.29821 -0.55797 -1.37469  0.012
9 N 0.99590 -0.08234 -1.82347  0.125
10 C 0.80227 0.30161 -3.11719  0.021
11 C -0.49022 0.55765 -3.61754  0.007
12 F -1.54975 0.44482 -2.78819  0.025
13 C -0.73453 0.93918 -4.91670  0.000
14 F -2.00472 1.15867 -5.28617  0.000
15 C 0.27935 1.09020 -5.83979  0.002
16 C 1.55698 0.86628 -5.37587  0.000
17 F 2.59909 1.02477 -6.20732  0.000
18 C 1.82311 0.50565 -4.06971  0.006
19 F 3.12760 0.40094 -3.72410  0.000
20 H 2.90281 2.16134 1.85220  0.000
21 H 1.86140 1.87507 0.45627  0.003
22 H 3.49713 1.18891 0.51469  0.000
23 H 1.33173 0.54375 2.56458  0.001
24 H 2.85274 -0.32100 2.35978  0.005
25 H 1.61876 -2.39990 2.27455  0.006
26 H 0.29345 -2.55423 1.12000  0.000
27 H 0.21738 -0.83027 3.65580  0.000
28 H -0.63805 -2.32860 3.32404  0.000
29 H -1.05067 -0.88873 2.40696  0.000
30 H 1.68971 -2.31416 -0.36043  0.000
31 H 3.17017 -1.60473 0.28930  0.003
32 H 2.73641 -1.23296 -2.11330  0.001
33 H 2.99895 0.26992 -1.25235  0.001
34 H 0.08404 1.37400 -6.86285  0.000
35 O -0.84045 -4.20284 -1.58121  0.002
36 C -1.78194 -4.63852 -0.71939  0.000
37 C -2.02024 -6.01417 -0.64923  0.000
38 C -2.97809 -6.51322 0.20931  -0.001
39 C -3.72241 -5.65731 1.01928  0.000
40 C -3.48361 -4.29929 0.95530  0.001
41 C -2.51943 -3.76813 0.09838  0.007
42 C -2.27703 -2.28147 0.10306  0.004
43 O -2.89238 -1.55901 0.88552  0.020
44 O -1.36594 -1.87970 -0.71889  0.069
45 H -0.86397 -3.21518 -1.51810  0.000
46 H -1.43963 -6.66655 -1.28938  0.000
47 H -3.15184 -7.58214 0.24780  0.000
48 H -4.47531 -6.05252 1.68893  0.000
49 H -4.03742 -3.60128 1.56965  0.000
50 N -1.55269 1.07088 1.02575  0.724
51 C -1.90708 2.09779 1.65538  0.086
52 C -0.89502 3.20098 1.70108  0.046
53 C -0.41244 3.65889 2.92336  0.007
54 C 0.59442 4.61076 2.95121  0.003
55 C 1.11469 5.11207 1.76404  0.004
56 C 0.62549 4.66265 0.54609  0.001
57 C -0.37443 3.70196 0.51194  0.011
58 C -3.20803 2.20357 2.36328  0.033
59 C -3.64931 3.43762 2.83667  -0.004
60 C -4.87253 3.53248 3.48106  0.003
61 C -5.65329 2.39876 3.65430  -0.008
62 C -5.21602 1.16895 3.17729  0.002
63 C -3.99779 1.06246 2.52895  -0.002
64 H -0.81879 3.26159 3.84580  0.000
65 H 0.97354 4.96327 3.90181  0.000
66 H 1.90019 5.85628 1.79022  0.000
67 H 1.02539 5.05407 -0.38044  0.000
68 H -0.76147 3.34791 -0.43721  0.004
69 H -3.04551 4.32443 2.68936  0.000
70 H -5.21709 4.49234 3.84336  0.000
71 H -6.60846 2.47411 4.15933  -0.001
72 H -5.83128 0.28757 3.30405  0.000
73 H -3.66918 0.11351 2.12130  0.002

Values from the calculation:
* net charge: 0
* HOMO-LUMO gap (alpha / beta): 0.266 / 0.199 Ha
* spin multiplicity: 3
* energy relative to the best compared isomer or geometry (same formula, charge and spin): 0.066 eV



# 2
A cluster of 5 separate species, C32H30BF4NO9S2 in total in a non-equilibrium geometry, computed with the ωB97M-V functional and the def2-TZVPD basis.

Last column: Löwdin charge in e.
Geometry (Å):
1 C -0.41406 -4.06266 2.60425  -0.155
2 S 1.27013 -4.15476 1.79372  0.848
3 O 2.19557 -5.16953 2.57158  -0.370
4 O 1.03841 -4.84133 0.39104  -0.352
5 C 2.16853 -2.52416 1.61562  -0.264
6 B 2.58721 -2.56208 -0.00859  -0.424
7 O 3.63254 -3.53008 -0.49715  0.062
8 O 2.02675 -1.65823 -1.03425  0.080
9 O 3.53995 -2.47387 2.22416  -0.217
10 S 4.17824 -0.86257 2.07964  0.933
11 O 5.21882 -0.57872 0.97127  -0.277
12 O 4.92836 -0.29504 3.34762  -0.315
13 O 2.60659 -0.14054 1.95176  -0.172
14 C 1.49624 -1.13079 2.15095  -0.314
15 O 0.44371 -0.49961 1.28669  -0.026
16 C 0.83849 -1.10101 3.69242  -0.118
17 C 1.88920 -1.31911 4.87816  0.040
18 C 1.38212 -1.26320 6.42562  -0.002
19 C -0.22582 -1.00502 6.48107  -0.042
20 C -1.04596 -0.82187 5.11525  -0.103
21 N -0.63086 -0.87303 3.68564  0.062
22 H -0.27887 -3.75575 3.74760  0.087
23 H -0.87794 -5.15819 2.60887  0.113
24 H -1.16762 -3.32257 2.09857  0.097
25 H 4.50366 -3.36754 -0.02996  0.115
26 H 2.84089 -1.36265 -1.57392  0.105
27 H 0.45919 0.51191 1.43091  0.156
28 H 3.02346 -1.51999 4.64490  0.100
29 H 2.03981 -1.37176 7.38746  0.103
30 H -0.77713 -0.95492 7.52071  0.096
31 H -2.21309 -0.60084 5.25587  0.114
32 F 3.58070 -0.43298 -2.99560  0.055
33 C 2.81268 0.33088 -3.78380  -0.278
34 C 2.68469 0.01181 -5.13119  -0.010
35 C 1.88102 0.80388 -5.95115  -0.079
36 C 1.22235 1.91374 -5.41622  -0.101
37 C 1.36118 2.22870 -4.06364  -0.081
38 C 2.15589 1.43001 -3.24171  -0.008
39 H 3.21049 -0.84918 -5.53079  0.118
40 H 1.76820 0.55836 -7.00421  0.106
41 H 0.59919 2.53384 -6.05709  0.104
42 H 0.85085 3.09538 -3.65045  0.107
43 H 2.26774 1.65513 -2.18628  0.119
44 F -2.45559 2.84180 -3.35894  0.057
45 C -3.11604 2.11542 -4.27042  -0.287
46 C -2.55321 0.93501 -4.74316  -0.019
47 C -3.24287 0.17574 -5.68839  -0.081
48 C -4.48404 0.61154 -6.15888  -0.099
49 C -5.03831 1.80036 -5.68198  -0.081
50 C -4.35357 2.55351 -4.72861  -0.014
51 H -1.58440 0.61661 -4.37237  0.111
52 H -2.81500 -0.75262 -6.05854  0.105
53 H -5.01955 0.02131 -6.89944  0.100
54 H -6.00256 2.13963 -6.05268  0.105
55 H -4.77382 3.47540 -4.34049  0.099
56 F 1.88200 -4.64095 6.14458  0.056
57 C 2.57301 -4.76822 7.28515  -0.291
58 C 3.76479 -5.48469 7.28680  -0.009
59 C 4.48722 -5.61311 8.47304  -0.078
60 C 4.00364 -5.03221 9.64798  -0.098
61 C 2.80382 -4.31930 9.63719  -0.086
62 C 2.08745 -4.18163 8.44853  -0.039
63 H 4.12054 -5.93602 6.36637  0.121
64 H 5.42405 -6.16465 8.48320  0.106
65 H 4.56517 -5.13641 10.57394  0.101
66 H 2.42735 -3.87155 10.55376  0.104
67 H 1.15760 -3.62332 8.42027  0.104
68 F -6.03860 5.64982 -3.92975  0.056
69 C -5.72705 6.59796 -4.82338  -0.291
70 C -6.74519 7.29894 -5.46030  -0.019
71 C -6.42119 8.28977 -6.38704  -0.084
72 C -5.08132 8.56126 -6.67482  -0.099
73 C -4.06665 7.84872 -6.03399  -0.083
74 C -4.39082 6.86581 -5.09919  -0.018
75 H -7.78029 7.06855 -5.23020  0.115
76 H -7.20969 8.84886 -6.88468  0.105
77 H -4.82914 9.33108 -7.40101  0.101
78 H -3.02462 8.05894 -6.26264  0.105
79 H -3.61465 6.30857 -4.58521  0.114

Values from the calculation:
* net charge: 0
* SMILES: CS(=O)(=O)[C@]1(B(O)O)OS(=O)(=O)O[C@]1(O)c1ccccn1.Fc1ccccc1.Fc1ccccc1.Fc1ccccc1.Fc1ccccc1
* HOMO-LUMO gap: 0.300 Ha